# C14H23HgN2PSe

A molecular structure, C14H23HgN2PSe in a non-equilibrium geometry (ωB97M-V/def2-TZVPD, the OMol25 dataset).

ΔE to the lowest compared entry with this formula, charge and spin ... 0.00 kcal/mol
E_tot ... -96678.3943 eV
Total charge ... 0
HOMO level ... -0.2932 Eh

Structure (XYZ):
```
42
Properties=species:S:1:pos:R:3:forces:R:3:mulliken_charge:R:1
C -2.610168 0.157873 -2.904524 -0.34 -0.03 0.09 -0.57
C -2.457867 -1.018586 -2.177547 0.36 0.04 0.22 -0.45
C -1.832026 -1.002905 -0.914607 -0.64 0.07 -0.42 0.81
C -1.452785 0.244123 -0.399730 0.25 0.14 0.69 -0.40
C -1.464809 1.407930 -1.185229 -0.57 0.05 -0.45 1.19
C -2.132828 1.366804 -2.416903 0.59 -0.08 0.08 -0.78
C -1.668176 -2.293479 -0.129533 -0.01 -0.01 0.20 -0.99
C -0.316519 -3.081548 -0.274943 0.70 -0.30 -0.53 -0.89
N 0.935425 -2.367989 -0.461695 -0.43 1.06 1.01 0.44
Hg -1.003715 0.471980 1.671602 1.07 -0.81 0.33 0.13
C -0.790872 2.697819 -0.739972 0.37 0.23 0.72 -1.25
P 0.728616 2.316477 0.290434 -0.37 0.26 -0.46 0.42
H -2.871433 -1.946075 -2.572369 0.23 0.10 0.04 0.39
H -2.270406 2.281095 -2.993648 0.15 -0.18 0.06 0.41
H -3.144721 0.146214 -3.849447 0.07 -0.07 0.08 0.39
H -1.417026 3.344372 -0.099933 -0.07 -0.27 -0.29 0.45
H -0.433213 3.317545 -1.580302 -0.42 -0.29 0.10 0.40
H -1.839746 -2.086384 0.944864 0.10 -0.02 -0.43 0.32
H -2.448736 -3.010656 -0.442243 0.21 0.32 0.19 0.37
H -0.158217 -3.664178 0.652274 -0.43 0.01 -0.57 0.44
C 1.239258 4.003173 0.815263 0.13 0.05 -0.14 -1.21
C 1.864072 1.941660 -1.104312 0.39 0.02 0.21 -1.07
H -0.424935 -3.786534 -1.128684 -0.15 0.09 0.45 0.27
C 1.340611 -1.871854 -1.745864 -0.08 -0.22 -0.14 -0.81
C 1.994034 -2.545394 0.508304 -0.05 -0.17 -0.08 -1.02
H -0.467403 0.365181 3.328812 -1.13 0.53 -1.73 -0.28
H 1.859451 -2.645203 -2.344820 -0.07 0.12 -0.05 0.30
H 0.462434 -1.524504 -2.306982 0.29 -0.01 0.08 0.24
H 2.046570 -1.032578 -1.615315 -0.31 -0.25 -0.09 0.12
H 2.673831 -3.388203 0.260756 -0.13 0.18 0.09 0.30
H 2.617036 -1.634544 0.577197 -0.26 -0.29 0.01 0.25
H 1.552298 -2.744695 1.495653 0.25 0.11 -0.24 0.34
H 2.093241 2.856548 -1.669289 -0.03 -0.23 0.10 0.37
H 2.787538 1.526181 -0.681797 -0.08 0.11 -0.28 0.38
H 1.423421 1.198500 -1.780578 0.00 0.16 0.27 0.20
H 1.337199 4.684998 -0.046370 -0.02 -0.16 0.35 0.36
H 0.501238 4.403257 1.528106 0.25 -0.13 -0.25 0.33
H 2.206095 3.920411 1.334796 -0.29 0.13 -0.18 0.37
H 0.174098 -0.062214 4.240886 0.46 -0.19 1.90 0.17
Se 0.474428 -0.476603 8.205208 -0.20 0.02 -0.76 -0.19
C 0.395242 -0.310344 6.449363 0.57 0.42 -2.16 0.07
N 0.499451 -0.157652 5.263110 -0.33 -0.53 1.99 -0.33
```
Forces are in eV/Å.

***

# CH4I2Si

2 unconnected molecules or ions with the total composition CH4I2Si in a non-equilibrium geometry (ωB97M-V/def2-TZVPD, the OMol25 dataset).

ΔE to the lowest compared entry with this formula, charge and spin ... 93.21 kcal/mol
E_tot ... -25179.0224 eV
Total charge ... 0
HOMO level (spin up / spin down) ... -0.3553 / -0.2634 Eh

Structure (XYZ):
```
8
Properties=species:S:1:pos:R:3:forces:R:3:mulliken_charge:R:1
C -0.095813 0.293883 -0.595779 -0.74 -2.52 -1.57 -0.91
Si -1.202080 -1.047644 0.223958 -0.32 0.59 0.86 0.16
I 0.219624 -2.317608 1.744076 0.11 -0.08 -0.03 -0.09
I 2.980536 3.730251 1.157429 -0.01 -0.01 0.00 0.00
H 0.817040 -0.281688 -0.772581 0.50 0.69 0.80 0.29
H -0.344478 0.547946 -1.627974 -0.59 0.40 0.25 0.32
H -0.145251 1.103724 0.089360 0.67 0.72 0.35 0.28
H -2.229578 -2.028863 -0.218489 0.39 0.21 -0.66 -0.05
```
Forces are in eV/Å.

***

# CH2ClNO2S

3 unconnected molecules or ions with the total composition CH2ClNO2S in a non-equilibrium geometry (ωB97M-V/def2-TZVPD, the OMol25 dataset).

ΔE to the lowest compared entry with this formula, charge and spin ... 36.93 kcal/mol
E_tot ... -30010.6071 eV
Total charge ... 0
HOMO level ... -0.4017 Eh

Structure (XYZ):
```
8
Properties=species:S:1:pos:R:3:forces:R:3:mulliken_charge:R:1
C -1.967781 -2.296548 -0.149105 0.65 -0.16 -0.05 0.23
N -1.922557 -1.367831 -0.821955 -0.62 -1.18 0.09 -0.44
O -2.198358 1.172578 0.858869 1.04 -0.59 -0.66 -0.40
O 0.144497 0.355294 0.535197 -1.62 0.35 -0.48 -0.40
S -1.128050 0.778869 -0.040798 0.93 1.22 1.33 0.73
Cl 4.331844 2.347111 0.151801 -0.68 0.52 3.56 -0.21
H -1.812996 -3.168798 0.471092 -0.37 0.37 -0.22 0.29
H 4.553404 2.179325 -1.005104 0.68 -0.52 -3.56 0.21
```
Forces are in eV/Å.